[1]
The following is a DFT calculation (ωB97M-V with the def2-TZVPD basis set) of a 14-piece molecular cluster, C19H66N18O19 overall at a distorted geometry.

```
122
Properties=species:S:1:pos:R:3:lowdin_charge:R:1
C -3.01 -3.72 -0.40 -0.613
O -2.25 -3.51 -1.39 -0.050
N -2.64 -4.53 0.65 0.174
N -4.28 -3.27 -0.36 0.178
H -3.35 -4.95 1.23 0.100
H -1.73 -4.89 0.62 0.038
H -4.56 -2.61 -1.13 0.090
H -4.78 -3.38 0.52 0.085
C 2.93 -1.48 -3.09 -0.614
O 2.69 -2.24 -2.12 -0.028
N 4.00 -0.62 -3.15 0.169
N 2.14 -1.48 -4.20 0.170
H 3.73 0.29 -3.47 0.047
H 4.55 -0.54 -2.31 0.064
H 1.21 -1.83 -3.92 0.111
H 2.09 -0.57 -4.60 0.047
C 3.41 2.12 4.21 -0.648
O 4.04 1.14 4.51 0.011
N 2.02 2.25 4.36 0.163
N 4.07 3.24 3.68 0.147
H 1.52 1.39 4.54 0.083
H 1.52 2.85 3.68 0.087
H 3.60 4.14 3.64 0.104
H 5.07 3.13 3.60 0.100
C 3.69 0.92 0.15 -0.666
O 3.24 1.47 -0.88 -0.027
N 4.90 0.37 0.09 0.197
N 3.02 0.75 1.29 0.246
H 5.48 0.68 -0.68 0.123
H 5.28 -0.12 0.80 0.071
H 2.04 0.90 1.42 0.081
H 3.46 0.11 1.91 0.101
C -1.11 3.63 2.24 -0.685
O -1.56 4.68 2.60 0.062
N -1.63 2.41 2.59 0.159
N 0.13 3.53 1.56 0.142
H -2.25 2.39 3.43 0.143
H -1.11 1.60 2.45 0.025
H 0.34 2.68 1.04 0.061
H 0.30 4.45 1.12 0.106
C -4.47 -1.98 -4.03 -0.671
O -5.13 -2.04 -2.99 -0.007
N -3.43 -2.75 -4.29 0.193
N -4.99 -1.09 -5.01 0.144
H -3.03 -3.23 -3.49 0.092
H -2.73 -2.29 -4.88 0.084
H -5.92 -0.83 -4.89 0.064
H -4.69 -1.34 -5.95 0.097
C 0.89 -4.45 -0.30 -0.663
O 0.08 -4.56 0.64 -0.047
N 2.22 -4.69 -0.07 0.160
N 0.47 -4.18 -1.53 0.187
H 2.45 -4.58 0.91 0.096
H 2.92 -4.38 -0.76 0.097
H 1.18 -3.81 -2.17 0.082
H -0.55 -3.99 -1.56 0.072
C 2.85 3.00 -4.43 -0.656
O 2.41 1.82 -4.42 -0.029
N 2.22 3.93 -5.15 0.165
N 4.08 3.28 -3.99 0.173
H 2.64 4.89 -5.20 0.137
H 1.24 3.77 -5.33 0.114
H 4.38 4.24 -3.80 0.114
H 4.48 2.57 -3.39 0.092
C -1.42 0.13 -4.22 -0.660
O -1.45 -0.64 -5.15 0.037
N -0.17 0.57 -3.77 0.137
N -2.39 0.54 -3.40 0.200
H -0.07 1.40 -3.20 0.080
H 0.51 0.56 -4.52 0.054
H -2.26 1.03 -2.56 0.074
H -3.30 0.10 -3.49 0.087
C -6.39 0.22 0.63 -0.187
C -5.09 0.80 0.14 -0.206
O -4.54 1.54 1.25 -0.100
O -6.17 -1.06 1.27 -0.087
H -7.09 0.06 -0.17 0.117
H -6.78 0.91 1.35 0.116
H -5.19 1.48 -0.71 0.118
H -4.38 -0.01 -0.03 0.117
H -3.67 1.91 1.05 0.061
H -5.70 -0.98 2.10 0.021
C 0.84 -2.94 3.96 -0.186
C 2.22 -2.33 4.39 -0.222
O 2.21 -0.94 4.25 -0.090
O 0.40 -2.40 2.71 -0.109
H 0.01 -2.76 4.67 0.115
H 0.94 -4.04 3.96 0.124
H 3.01 -2.76 3.78 0.107
H 2.39 -2.59 5.44 0.120
H 2.95 -0.50 4.69 0.046
H 0.36 -3.15 2.07 0.064
C -3.82 -2.92 3.71 -0.221
C -3.31 -1.64 3.10 -0.212
O -4.26 -0.59 3.19 -0.080
O -4.95 -3.53 3.07 -0.069
H -3.99 -2.77 4.76 0.109
H -3.06 -3.71 3.67 0.117
H -2.94 -1.81 2.07 0.121
H -2.48 -1.28 3.70 0.110
H -4.23 0.12 2.54 0.040
H -5.64 -2.86 2.96 0.074
C 5.03 5.16 -0.46 -0.235
C 4.30 4.26 0.56 -0.219
O 2.92 4.25 0.13 -0.087
O 4.44 6.46 -0.49 -0.091
H 4.97 4.65 -1.41 0.083
H 6.07 5.40 -0.15 0.131
H 4.25 4.88 1.47 0.113
H 4.73 3.26 0.45 0.109
H 2.75 3.33 -0.02 0.020
H 3.45 6.51 -0.49 0.100
C -0.45 0.37 -0.53 -0.261
C 0.09 -0.62 0.43 -0.218
O 0.07 0.02 1.70 -0.099
O 0.39 1.41 -0.92 -0.080
H -1.35 0.84 0.01 0.137
H -0.85 -0.12 -1.45 0.105
H 1.07 -0.93 0.13 0.115
H -0.53 -1.51 0.52 0.119
H 0.48 -0.58 2.30 0.023
H 1.26 1.10 -1.22 0.058
```

HOMO-LUMO gap in eV: 9.350
LUMO energy in eV: -0.02
Max |F| in hartree/bohr: 0.084
Relative energy (zero: lowest compared OMol25 entry of this formula, charge and spin) in kcal/mol: 0.0

***

[2]
The following is a DFT calculation (ωB97M-V with the def2-TZVPD basis set) of a 14-piece molecular cluster, C19H66N2O14 overall at a distorted geometry.

```
101
Properties=species:S:1:pos:R:3:lowdin_charge:R:1
C 3.53 3.57 -1.37 -0.071
C 2.18 2.90 -1.20 -0.286
O 2.36 1.57 -1.69 -0.145
H 3.67 4.33 -0.60 0.076
H 3.68 3.96 -2.40 0.092
H 4.31 2.85 -1.19 0.050
H 1.56 3.48 -1.81 0.084
H 1.88 2.75 -0.15 0.110
H 1.57 1.03 -1.37 0.052
C -1.45 3.18 3.73 -0.079
C -0.29 4.03 3.33 -0.342
O 0.68 3.18 2.80 -0.100
H -1.14 2.49 4.44 0.033
H -1.79 2.61 2.84 0.070
H -2.27 3.77 4.23 0.100
H 0.12 4.81 4.05 0.133
H -0.50 4.63 2.49 0.070
H 0.96 3.61 1.94 0.104
C -4.35 0.34 0.69 -0.070
C -3.99 1.73 0.23 -0.290
O -4.07 1.55 -1.16 -0.152
H -5.30 -0.01 0.33 0.078
H -4.56 0.38 1.75 0.077
H -3.56 -0.44 0.50 0.072
H -3.05 2.04 0.52 0.059
H -4.79 2.46 0.35 0.129
H -5.04 1.76 -1.48 0.181
C 3.73 1.23 2.14 -0.058
C 2.52 0.41 2.24 -0.349
O 2.61 -0.78 1.56 -0.111
H 3.67 2.06 2.83 0.085
H 3.83 1.59 1.12 0.061
H 4.68 0.67 2.29 0.106
H 1.66 0.96 1.95 0.072
H 2.45 0.00 3.25 0.132
H 2.26 -1.53 2.07 0.112
C 2.15 -4.06 0.32 -0.045
C 1.04 -4.65 -0.58 -0.355
O 1.46 -5.92 -0.90 -0.041
H 1.98 -4.54 1.34 0.102
H 2.01 -2.94 0.53 0.062
H 3.11 -4.31 -0.08 0.076
H 0.92 -4.13 -1.46 0.057
H 0.06 -4.65 -0.18 0.074
H 0.68 -6.25 -1.36 0.090
C -0.67 0.33 -0.23 -0.524
O -0.71 1.12 0.99 -0.142
N -1.63 -0.02 -0.96 0.202
N 0.44 -0.24 -0.64 0.181
H -2.56 0.35 -0.80 0.075
H -1.50 -0.84 -1.57 0.099
H 1.21 -0.21 0.07 0.119
H 0.51 -0.94 -1.34 0.078
C -0.98 -2.10 -3.77 -0.127
O -1.15 -2.47 -2.44 -0.150
H -1.13 -1.06 -3.96 0.077
H -1.82 -2.61 -4.24 0.095
H -0.10 -2.45 -4.26 0.074
H -1.48 -3.37 -2.36 0.090
C -4.15 -3.40 -0.41 -0.175
O -4.50 -2.87 0.82 -0.096
H -5.04 -3.79 -0.89 0.092
H -3.32 -4.09 -0.44 0.059
H -3.79 -2.61 -1.05 0.061
H -3.69 -2.67 1.27 0.030
C -1.20 -2.88 1.18 -0.166
O -2.16 -3.74 1.60 -0.103
H -1.14 -2.86 0.05 0.082
H -0.32 -3.30 1.54 0.065
H -1.53 -1.90 1.47 0.074
H -2.15 -4.54 1.09 0.080
C 2.50 -1.89 -2.63 -0.106
O 1.98 -0.67 -3.26 -0.134
H 2.10 -2.73 -3.09 0.056
H 2.32 -2.00 -1.59 0.035
H 3.59 -1.78 -2.73 0.085
H 2.41 0.15 -2.99 0.044
C -0.76 2.08 -3.37 -0.125
O -2.10 1.63 -3.31 -0.132
H -0.16 1.24 -3.28 0.031
H -0.60 2.67 -2.46 0.056
H -0.60 2.67 -4.28 0.105
H -2.21 1.09 -2.52 0.008
C -0.80 -0.06 3.67 -0.186
O -0.82 -0.86 4.84 -0.142
H -1.77 0.38 3.51 0.073
H -0.40 -0.72 2.88 0.054
H -0.06 0.74 3.84 0.070
H 0.06 -0.83 5.31 0.103
C 5.01 -0.39 -0.84 -0.175
O 5.01 -1.30 0.22 -0.120
H 3.95 -0.30 -0.97 0.037
H 5.35 -0.79 -1.81 0.086
H 5.39 0.60 -0.69 0.067
H 4.19 -1.14 0.72 0.019
C -1.47 4.07 -0.24 -0.169
O -2.36 4.13 -1.33 -0.074
H -0.87 3.18 -0.27 0.034
H -1.96 4.08 0.68 0.052
H -0.76 4.92 -0.28 0.101
H -2.78 3.32 -1.38 -0.006
```

HOMO-LUMO gap in eV: 9.291
LUMO energy in eV: -0.30
Max |F| in hartree/bohr: 0.178
Relative energy (zero: lowest compared OMol25 entry of this formula, charge and spin) in kcal/mol: 72.5

***

[3]
The following is a DFT calculation (ωB97M-V with the def2-TZVPD basis set) of a 15-piece molecular cluster, C19H68N14O15 overall at a distorted geometry.

```
116
Properties=species:S:1:pos:R:3:lowdin_charge:R:1
C -2.81 -2.42 3.72 -0.063
C -2.42 -2.33 2.19 -0.258
O -1.55 -1.23 2.11 -0.148
H -3.60 -3.20 3.86 0.090
H -3.37 -1.56 4.04 0.053
H -2.00 -2.56 4.41 0.062
H -3.36 -2.18 1.51 0.149
H -2.01 -3.31 2.06 0.090
H -1.02 -1.25 1.31 0.064
C -2.68 -1.85 -1.76 -0.070
C -3.22 -1.20 -3.04 -0.291
O -2.98 0.14 -2.90 -0.101
H -3.40 -1.66 -0.96 0.063
H -1.78 -1.44 -1.37 0.033
H -2.56 -2.94 -1.81 0.084
H -4.26 -1.46 -3.17 0.125
H -2.67 -1.68 -3.88 0.113
H -3.69 0.43 -2.40 0.011
C 1.56 -0.25 5.84 -0.090
C 0.15 -0.27 5.38 -0.280
O 0.13 -0.67 4.00 -0.150
H 1.64 0.10 6.83 0.062
H 2.20 0.51 5.22 0.126
H 2.01 -1.20 5.81 0.056
H -0.16 0.79 5.41 0.111
H -0.53 -0.87 5.99 0.118
H -0.65 -0.34 3.55 0.031
C 2.87 2.53 -1.45 -0.083
C 2.76 2.05 -2.89 -0.299
O 1.78 1.06 -3.02 -0.157
H 3.79 3.13 -1.24 0.103
H 2.95 1.71 -0.71 0.054
H 1.98 3.11 -1.16 0.050
H 3.76 1.55 -3.15 0.124
H 2.59 2.82 -3.66 0.117
H 2.04 0.25 -2.47 0.049
C -0.16 -4.55 -0.49 -0.553
O -0.98 -5.34 -1.37 -0.169
N 0.62 -5.13 0.39 0.136
N 0.01 -3.24 -0.42 0.188
H 0.55 -6.19 0.37 0.163
H 1.40 -4.63 0.75 0.032
H -0.30 -2.69 -1.21 0.050
H 0.63 -2.74 0.14 0.058
C 3.43 1.46 2.15 -0.608
O 3.42 2.87 2.14 -0.134
N 4.52 0.88 1.85 0.142
N 2.39 0.73 2.37 0.182
H 5.38 1.44 2.00 0.134
H 4.71 0.47 0.91 0.065
H 1.64 1.35 2.66 0.109
H 2.32 -0.25 2.37 0.048
C -0.63 -0.28 -5.47 -0.679
O 0.49 -0.64 -6.15 -0.104
N -0.66 0.27 -4.26 0.130
N -1.77 -0.39 -6.01 0.152
H 0.26 0.56 -3.74 0.119
H -1.57 0.30 -3.71 0.075
H -1.71 -0.43 -7.07 0.160
H -2.57 0.14 -5.65 0.120
C 1.92 -3.04 2.43 -0.656
O 2.66 -3.88 1.70 -0.080
N 2.41 -2.06 3.06 0.179
N 0.64 -3.27 2.61 0.195
H 3.43 -1.88 3.04 0.163
H 1.81 -1.57 3.75 0.086
H 0.15 -3.89 1.93 0.093
H 0.10 -2.52 2.95 0.052
C -1.79 2.18 2.94 -0.588
O -0.45 1.91 3.10 -0.094
N -2.69 1.32 2.54 0.135
N -2.33 3.38 3.01 0.167
H -2.50 0.30 2.42 0.106
H -3.71 1.60 2.48 0.165
H -1.67 4.08 3.29 0.115
H -3.26 3.68 2.61 0.152
C 3.96 -0.79 -1.63 -0.632
O 4.71 -0.14 -0.70 -0.101
N 2.68 -1.02 -1.51 0.170
N 4.40 -1.12 -2.77 0.179
H 2.29 -0.79 -0.65 0.065
H 2.13 -1.71 -2.12 0.147
H 5.41 -0.91 -2.95 0.155
H 3.84 -1.34 -3.64 0.177
C -3.61 1.96 -0.70 -0.644
O -4.11 0.70 -0.31 -0.136
N -4.00 2.64 -1.72 0.186
N -2.80 2.50 0.07 0.194
H -4.66 2.22 -2.43 0.162
H -3.54 3.51 -1.97 0.115
H -2.60 2.06 0.96 0.041
H -2.12 3.10 -0.32 0.053
C -0.85 3.32 -2.48 -0.158
O -1.36 4.13 -1.52 -0.125
H 0.29 3.43 -2.44 0.104
H -1.06 3.64 -3.45 0.069
H -1.15 2.27 -2.44 0.078
H -1.23 5.02 -1.83 0.114
C 0.12 0.46 -0.11 -0.112
O 0.88 -0.47 0.61 -0.131
H 0.66 1.28 -0.56 0.077
H -0.78 0.80 0.47 0.094
H -0.23 -0.01 -0.93 0.025
H 1.27 0.05 1.31 0.010
C 0.55 4.17 1.35 -0.179
O 0.52 5.54 1.05 -0.089
H 1.52 3.82 1.08 0.051
H -0.19 3.58 0.88 0.041
H 0.49 4.06 2.40 0.053
H -0.39 5.83 1.05 0.055
C 0.27 -3.07 -3.49 -0.115
O 0.33 -1.81 -2.86 -0.169
H 1.01 -3.68 -2.98 0.092
H 0.41 -3.03 -4.58 0.104
H -0.56 -3.61 -3.36 0.024
H -0.12 -1.18 -3.39 -0.003
```

HOMO-LUMO gap in eV: 8.244
LUMO energy in eV: -0.22
Max |F| in hartree/bohr: 0.196
Relative energy (zero: lowest compared OMol25 entry of this formula, charge and spin) in kcal/mol: 25.4

***

[4]
The following is a DFT calculation (ωB97M-V with the def2-TZVPD basis set) of a 16-piece molecular cluster, C19H70N8O16 overall at a distorted geometry.

```
113
Properties=species:S:1:pos:R:3:lowdin_charge:R:1
C -29.87 0.01 3.20 -0.089
C -29.14 -0.79 4.30 -0.298
O -29.27 -0.02 5.49 -0.071
H -29.36 0.99 3.03 0.078
H -30.93 0.20 3.42 0.062
H -29.96 -0.49 2.26 0.028
H -28.08 -1.02 3.94 0.112
H -29.63 -1.76 4.37 0.093
H -30.11 -0.37 5.89 0.113
C -32.25 -6.28 0.46 -0.061
C -32.44 -5.89 -0.98 -0.311
O -31.38 -5.13 -1.43 -0.112
H -31.85 -5.54 1.09 0.030
H -31.45 -6.98 0.65 0.076
H -33.14 -6.68 0.90 0.074
H -33.43 -5.40 -1.11 0.117
H -32.49 -6.78 -1.64 0.133
H -31.29 -5.23 -2.37 0.007
C -30.46 -3.06 0.63 -0.068
C -29.51 -2.24 -0.18 -0.275
O -28.33 -1.93 0.50 -0.107
H -30.55 -2.60 1.60 0.063
H -30.14 -4.07 0.81 0.051
H -31.42 -3.06 0.09 0.074
H -29.93 -1.21 -0.53 0.120
H -29.16 -2.78 -1.09 0.113
H -28.37 -1.11 0.99 0.051
C -24.72 -1.90 4.08 -0.638
O -24.85 -0.64 4.72 -0.151
N -25.48 -2.22 3.13 0.153
N -23.85 -2.78 4.44 0.158
H -26.09 -1.52 2.77 0.076
H -25.14 -2.91 2.43 0.116
H -23.27 -2.49 5.30 0.168
H -23.73 -3.78 4.20 0.138
C -26.67 -3.21 -4.01 -0.611
O -25.97 -3.61 -2.91 -0.088
N -27.58 -2.29 -3.94 0.159
N -26.62 -3.89 -5.10 0.148
H -27.65 -1.77 -3.09 0.086
H -27.80 -1.72 -4.79 0.180
H -25.82 -4.53 -5.31 0.175
H -27.21 -3.72 -5.93 0.144
C -29.90 -5.05 -4.24 -0.665
O -31.07 -5.68 -4.13 -0.079
N -28.94 -5.45 -4.97 0.185
N -29.70 -3.88 -3.63 0.176
H -29.07 -6.32 -5.41 0.118
H -28.02 -4.98 -4.77 0.087
H -30.48 -3.48 -3.09 0.081
H -28.81 -3.30 -3.69 0.053
C -26.49 -0.21 -1.98 -0.660
O -25.52 0.03 -2.90 -0.127
N -27.44 0.68 -1.70 0.173
N -26.57 -1.36 -1.36 0.152
H -27.21 1.58 -2.09 0.115
H -28.13 0.69 -0.95 0.039
H -25.86 -2.02 -1.66 0.088
H -27.32 -1.58 -0.65 0.071
C -32.79 -2.10 -2.46 -0.099
O -31.50 -1.50 -2.71 -0.135
H -32.82 -3.19 -2.52 0.074
H -33.42 -1.68 -3.23 0.075
H -33.23 -1.80 -1.46 0.076
H -31.62 -0.58 -2.82 0.049
C -28.01 -5.86 -1.44 -0.129
O -28.82 -5.68 -0.30 -0.137
H -28.55 -6.27 -2.22 0.054
H -27.22 -6.50 -1.10 0.094
H -27.53 -4.98 -1.88 0.056
H -29.67 -5.37 -0.63 0.042
C -25.80 -4.40 0.24 -0.138
O -25.00 -3.38 0.74 -0.100
H -25.76 -5.30 0.91 0.098
H -25.62 -4.65 -0.73 0.028
H -26.86 -4.07 0.24 0.075
H -24.54 -2.91 0.08 0.066
C -27.51 -7.05 2.64 -0.153
O -28.56 -7.36 1.72 -0.115
H -26.84 -6.34 2.21 0.032
H -26.93 -7.94 2.85 0.076
H -27.88 -6.70 3.61 0.077
H -28.70 -6.57 1.22 0.000
C -25.65 0.48 1.34 -0.132
O -26.81 0.21 2.11 -0.155
H -25.24 -0.37 0.74 0.085
H -24.84 0.69 2.05 0.085
H -25.83 1.41 0.73 0.092
H -26.84 0.65 2.94 0.080
C -32.93 -0.54 0.92 -0.163
O -33.08 -0.06 2.23 -0.122
H -31.98 -0.23 0.57 0.041
H -33.70 -0.23 0.19 0.091
H -32.90 -1.64 1.05 0.078
H -32.76 0.86 2.23 0.101
C -30.23 1.58 -0.51 -0.133
O -29.17 1.09 0.28 -0.145
H -29.93 2.31 -1.20 0.070
H -31.03 2.05 0.06 0.090
H -30.64 0.78 -1.14 0.072
H -28.84 1.86 0.74 0.109
C -32.54 -3.64 3.93 -0.146
O -32.29 -2.24 3.81 -0.117
H -32.31 -4.08 4.89 0.071
H -31.94 -4.22 3.20 0.058
H -33.58 -4.00 3.69 0.088
H -32.66 -1.92 2.98 0.020
C -28.32 -3.92 3.13 -0.159
O -27.47 -3.63 4.22 -0.139
H -28.60 -3.02 2.70 0.028
H -29.03 -4.70 3.38 0.091
H -27.69 -4.36 2.39 0.039
H -26.59 -3.30 3.85 0.035
```

HOMO-LUMO gap in eV: 8.556
LUMO energy in eV: -0.19
Max |F| in hartree/bohr: 0.197
Relative energy (zero: lowest compared OMol25 entry of this formula, charge and spin) in kcal/mol: 230.6